Entry 1:
85
Properties=species:S:1:pos:R:3:forces:R:3:lowdin_charge:R:1 method="wB97M-V/def2-TZVPD" homo_lumo_gap_ha="0.2015 / 0.2732" s2=8.795 fmax_ev_per_a=5.24 e_above_lowest_kj_mol=25.4 multiplicity=6 mol_weight_g_mol=530.5 total_energy_ha=-3120.2202 charge=+1
Fe -0.233 1.123 -0.153 -0.973 -4.939 -1.441 0.315
C -1.174 0.445 1.747 -0.342 -1.300 -0.298 -0.284
C -2.128 0.607 0.666 0.685 -1.190 0.162 -0.301
C -0.754 -1.215 0.186 -1.228 0.529 0.410 -0.240
C -0.348 -0.684 1.449 -1.080 0.612 -0.088 -0.239
C -1.862 -0.444 -0.300 0.413 -0.243 1.392 -0.269
C -1.192 1.140 3.060 0.061 0.192 0.261 -0.037
H -1.880 1.992 3.051 0.160 -0.064 0.110 0.079
H -0.191 1.490 3.350 -0.214 0.029 0.060 0.074
H -1.527 0.444 3.843 0.028 0.248 -0.102 0.100
C 0.685 -1.272 2.341 0.323 -0.012 0.155 -0.014
H 0.611 -0.862 3.354 0.023 -0.135 -0.141 0.083
H 1.701 -1.079 1.963 -0.263 -0.097 0.192 0.061
H 0.567 -2.361 2.399 0.003 0.169 0.051 0.091
C -0.203 -2.458 -0.405 0.239 -0.241 -0.207 -0.018
H -0.236 -3.275 0.329 -0.030 0.127 -0.177 0.098
H 0.853 -2.312 -0.674 -0.266 -0.115 -0.002 0.047
H -0.760 -2.776 -1.293 0.123 0.028 0.174 0.082
C -2.764 -0.831 -1.413 -0.275 -0.078 -0.372 -0.042
H -3.478 -1.605 -1.091 0.168 0.220 -0.029 0.104
H -2.211 -1.251 -2.260 -0.161 0.076 0.062 0.057
H -3.347 0.027 -1.762 0.038 -0.189 -0.058 0.074
C -3.277 1.549 0.633 -0.377 0.223 0.017 -0.039
H -4.182 1.106 1.078 0.220 0.137 -0.111 0.100
H -3.521 1.826 -0.402 -0.034 0.076 0.273 0.076
H -3.042 2.458 1.202 -0.199 -0.063 -0.176 0.075
C 1.715 5.573 -0.518 0.307 0.912 1.076 -0.161
C 0.687 5.883 0.286 0.788 0.570 0.055 -0.134
C -0.507 6.679 -0.128 -0.515 0.070 -0.182 -0.164
C -1.140 6.186 -1.466 0.107 0.531 0.503 -0.157
C -0.899 4.746 -1.846 0.163 0.281 -0.862 -0.103
C 0.080 4.398 -2.701 -1.054 0.651 -0.279 -0.147
C 1.218 5.295 -3.096 0.416 0.542 -0.156 -0.169
C 1.943 6.061 -1.925 0.171 -0.028 -0.574 -0.156
H -0.224 7.738 -0.254 -0.069 -0.296 0.107 0.125
H -0.779 6.862 -2.263 -0.211 -0.518 0.164 0.115
H -1.270 6.662 0.662 0.278 -0.048 -0.136 0.110
H 1.716 7.134 -2.032 -0.081 -0.320 0.324 0.119
H 2.591 5.081 -0.060 -0.563 0.142 -0.119 0.108
H 0.716 5.631 1.355 0.206 -0.127 -0.478 0.117
H 3.026 5.978 -2.110 -0.365 0.124 -0.002 0.115
H 1.985 4.723 -3.651 -0.463 0.100 0.240 0.105
H -0.067 3.561 -3.372 0.254 -0.366 0.702 0.060
H 0.870 6.062 -3.813 0.030 -0.334 0.192 0.124
H -2.231 6.327 -1.389 0.403 0.016 -0.166 0.119
H -1.682 4.044 -1.544 0.161 0.062 -0.384 0.098
P 1.874 1.986 0.184 1.829 -1.183 -0.826 0.872
P 0.238 0.967 -2.378 0.388 -0.102 0.165 0.900
C 2.377 2.668 -1.426 -0.034 0.775 0.121 -0.294
C 1.868 1.868 -2.636 -0.030 -0.220 -0.595 -0.316
H 3.469 2.808 -1.428 -0.258 -0.241 -0.107 0.119
H 1.943 3.669 -1.439 0.154 -0.296 -0.167 0.019
H 1.740 2.535 -3.498 0.387 -0.136 0.165 0.071
H 2.614 1.101 -2.895 -0.354 0.166 -0.027 0.083
C 0.626 -0.621 -3.164 0.034 -0.338 -0.255 -0.214
H -0.262 -1.270 -3.180 0.334 0.229 -0.013 0.040
H 1.434 -1.130 -2.617 -0.291 0.251 -0.179 0.031
H 0.944 -0.426 -4.205 -0.117 -0.157 0.380 0.071
C -1.243 1.495 -3.301 0.223 0.547 -0.819 -0.241
H -0.974 1.974 -4.242 -0.291 -0.003 -0.209 0.051
H -1.833 2.189 -2.695 0.129 -0.078 -0.173 0.029
H -1.863 0.623 -3.521 0.225 0.036 0.081 0.042
C 2.949 2.223 1.576 0.562 1.056 0.604 -0.148
H 2.353 2.436 2.470 0.134 -0.032 -0.127 0.065
H 3.635 3.059 1.410 0.047 -0.039 0.197 0.064
H 3.522 1.310 1.747 -0.060 0.015 -0.173 0.048
C 0.322 2.857 0.625 -0.567 1.721 0.867 -0.225
H -0.764 2.550 0.374 0.513 1.516 0.803 0.073
H 0.388 3.798 0.092 0.085 0.052 0.092 0.009
H 0.343 3.051 1.698 -0.022 -0.030 -0.016 0.078
C 4.451 -1.538 -1.773 -0.047 0.095 -0.193 -0.042
C 3.810 -1.552 -0.384 0.109 0.209 0.411 -0.630
C 3.413 -2.988 -0.043 0.014 -0.366 0.124 -0.049
C 4.854 -1.073 0.629 0.263 -0.019 0.190 -0.056
C 2.626 -0.688 -0.306 1.255 -1.064 -0.727 -0.071
C 1.777 0.225 -0.203 -1.632 1.565 0.208 -0.329
H 5.328 -2.198 -1.753 -0.170 0.163 -0.074 0.096
H 4.784 -0.529 -2.043 -0.040 -0.150 -0.012 0.086
H 3.762 -1.907 -2.539 0.094 0.078 0.086 0.082
H 4.325 -3.598 0.011 -0.232 0.010 0.036 0.095
H 2.895 -3.034 0.924 0.132 -0.064 -0.239 0.087
H 2.761 -3.409 -0.818 0.120 0.054 0.194 0.086
H 5.180 -0.053 0.392 0.011 -0.153 0.055 0.084
H 4.445 -1.088 1.646 0.119 -0.026 -0.142 0.086
H 5.723 -1.742 0.585 -0.025 0.196 0.152 0.091

***

Entry 2:
89
Properties=species:S:1:pos:R:3:forces:R:3:lowdin_charge:R:1 method="wB97M-V/def2-TZVPD" homo_lumo_gap_ha="0.2037 / 0.2348" s2=0.768 fmax_ev_per_a=4.51 e_above_lowest_kj_mol=34.8 multiplicity=2 mol_weight_g_mol=550.7 total_energy_ha=-3967.9348 charge=+2
C -18.138 -6.125 1.420 2.012 -0.751 -0.485 -0.168
C -19.379 -5.869 2.187 -0.940 -0.681 0.559 -0.220
C -20.321 -7.115 1.908 -0.733 0.837 -0.209 -0.094
N -21.804 -7.093 2.416 -0.396 2.102 -1.106 -0.243
C -22.616 -6.072 1.574 0.425 0.022 -0.512 -0.106
C -24.000 -5.670 2.149 1.071 -0.873 -0.898 -0.151
C -23.997 -5.365 3.631 -0.687 1.162 -0.220 -0.217
C -23.259 -6.429 4.397 -0.018 1.022 -0.583 -0.153
C -21.815 -6.544 3.850 -1.354 -1.949 -0.333 -0.075
C -22.422 -8.503 2.207 1.212 1.534 1.089 0.062
H -17.416 -5.310 1.472 -0.242 0.350 0.201 0.081
H -18.314 -6.274 0.355 -0.247 -0.029 -0.094 0.091
H -17.597 -6.998 1.784 -0.209 -0.282 0.083 -0.015
H -19.661 -4.896 1.785 -1.289 -0.174 0.098 0.114
H -19.177 -5.708 3.246 0.091 -0.284 -0.001 0.112
H -19.990 -8.110 2.206 0.847 0.404 0.564 0.073
H -20.331 -7.156 0.819 -0.647 -0.138 -0.133 0.121
H -22.080 -5.161 1.306 0.790 0.182 1.303 0.124
H -22.553 -6.464 0.558 -1.069 -0.737 -0.008 0.128
H -24.319 -4.821 1.544 -0.223 -0.093 0.068 0.127
H -24.678 -6.507 1.982 -0.263 0.101 -0.106 0.111
H -23.647 -4.368 3.897 0.531 0.102 -0.363 0.122
H -25.053 -5.281 3.888 -0.054 -0.380 0.408 0.123
H -23.227 -6.117 5.441 0.133 -0.469 0.080 0.129
H -23.903 -7.297 4.258 0.701 -0.653 0.439 0.120
H -21.300 -5.588 3.750 -0.058 -0.191 0.574 0.128
H -21.339 -7.324 4.444 0.743 0.475 0.048 0.139
H -22.044 -9.017 3.090 -0.082 -0.631 -0.380 0.111
H -21.992 -8.849 1.268 -0.309 -0.248 0.205 0.110
H -23.512 -8.483 2.232 0.248 0.202 -0.194 0.099
C -8.262 -12.465 5.111 2.239 -1.398 0.951 -0.112
C -9.419 -11.566 4.992 -0.774 0.368 -0.629 -0.256
C -10.763 -12.109 5.498 0.542 0.174 -0.501 -0.110
N -11.931 -11.337 4.937 -0.922 -1.312 -0.879 -0.253
C -13.155 -11.740 5.712 -1.071 0.238 -0.590 -0.117
C -14.346 -10.948 5.212 0.151 0.262 0.548 -0.204
C -14.236 -9.474 5.520 0.635 -0.084 -0.918 -0.171
C -12.943 -8.921 4.814 -0.507 -0.908 0.460 -0.113
C -11.733 -9.843 5.064 0.838 -0.099 0.154 -0.098
C -12.080 -11.796 3.451 0.229 1.271 0.541 0.055
H -7.352 -11.995 4.737 -0.137 0.271 -0.293 0.088
H -8.288 -13.433 4.610 -0.572 0.042 -0.216 0.086
H -7.952 -12.702 6.128 -0.411 0.003 0.317 0.089
H -9.471 -11.382 3.919 -0.384 0.375 -0.101 0.099
H -9.153 -10.618 5.460 -0.253 0.010 0.110 0.122
H -10.798 -12.122 6.587 -0.179 0.146 -0.042 0.145
H -10.984 -13.108 5.121 0.455 -0.219 0.281 0.141
H -12.953 -11.555 6.767 -0.009 0.011 -0.020 0.143
H -13.455 -12.776 5.557 0.984 -0.294 0.013 0.142
H -15.239 -11.337 5.701 -0.062 -0.110 -0.244 0.133
H -14.478 -10.996 4.131 -0.127 -0.615 -0.053 0.097
H -14.231 -9.358 6.604 0.006 0.515 -0.059 0.122
H -15.152 -9.136 5.036 0.051 1.025 0.389 0.040
H -12.685 -7.900 5.095 0.130 -0.135 0.408 0.120
H -13.098 -8.834 3.738 -0.254 -0.305 -0.178 0.089
H -11.297 -9.785 6.061 -0.405 0.488 0.287 0.141
H -10.878 -9.657 4.414 -0.277 0.401 -0.220 0.124
H -12.407 -10.911 2.904 0.100 -0.167 -0.117 0.075
H -12.812 -12.585 3.276 0.081 -0.008 0.631 0.118
H -11.090 -12.103 3.112 -0.267 0.067 -0.068 0.087
C -8.851 -14.832 -0.428 -2.717 1.275 -0.634 0.045
N -9.759 -13.607 -0.496 1.564 0.604 1.115 -0.127
C -11.092 -13.628 -0.778 -1.365 1.490 1.164 -0.014
C -11.894 -12.482 -0.507 0.833 -3.851 -0.885 -0.017
C -11.314 -11.309 -0.121 -0.964 4.404 -0.068 -0.193
C -9.894 -11.255 0.023 0.092 -1.061 0.559 -0.014
C -9.195 -12.424 -0.060 -0.423 0.694 -0.441 -0.060
C -12.179 -10.060 -0.012 1.060 -1.771 0.486 -0.156
C -13.448 -10.146 0.586 -1.129 0.455 0.789 -0.010
C -14.203 -9.036 0.967 0.556 -0.920 -0.500 -0.029
N -13.810 -7.787 0.626 -0.592 0.789 -0.162 -0.101
C -12.628 -7.634 0.009 0.861 -1.847 -1.517 -0.013
C -11.808 -8.752 -0.318 -0.125 2.466 0.778 0.019
C -14.648 -6.575 1.049 1.718 -1.076 0.474 0.061
H -9.345 -15.531 0.246 0.361 -0.130 0.040 0.094
H -7.890 -14.484 -0.050 -0.050 -0.461 -0.582 0.092
H -8.995 -15.156 -1.459 1.295 -0.741 0.147 0.103
H -11.521 -14.578 -1.063 0.013 0.033 -0.142 0.129
H -12.962 -12.588 -0.628 -0.004 0.045 -0.229 0.119
H -9.367 -10.409 0.438 -0.118 0.255 -0.261 0.116
H -8.142 -12.413 0.181 0.027 -0.319 -0.085 0.124
H -13.777 -11.135 0.871 -0.443 0.090 0.159 0.112
H -15.107 -9.056 1.558 -0.393 -0.528 0.077 0.041
H -12.436 -6.675 -0.449 0.304 0.198 0.449 0.135
H -10.841 -8.496 -0.724 -0.004 -0.146 -0.333 0.117
H -14.247 -5.686 0.563 -0.290 -0.229 -0.303 0.099
H -14.354 -6.497 2.096 -0.635 0.312 0.181 0.102
H -15.721 -6.731 0.934 0.415 -0.158 -0.182 0.064
Br -17.434 -9.481 3.199 0.336 0.181 -0.150 -0.442

***

Entry 3:
101
Properties=species:S:1:pos:R:3:forces:R:3:lowdin_charge:R:1 method="wB97M-V/def2-TZVPD" homo_lumo_gap_ha=0.3540 fmax_ev_per_a=1.40 e_above_lowest_kj_mol=0.0 multiplicity=1 mol_weight_g_mol=749.6 total_energy_ha=-3421.3771 smiles=FC(F)C(F)(F)COC(F)(F)C(F)F.C1CCOC1.C1CCOC1.C1CCOC1.C1CCOC1.C1CCOC1.C1CCOC1.ClCCl charge=0
F 3.761 -8.355 10.569 0.048 0.139 -0.231 0.101
C 3.249 -9.077 11.577 0.117 -0.518 0.989 -0.301
F 2.935 -8.259 12.608 -0.104 0.232 -0.209 0.102
C 2.013 -9.841 11.100 -0.355 0.197 0.167 -0.440
F 1.599 -10.610 12.139 -0.003 0.036 -0.049 0.127
F 2.412 -10.683 10.106 -0.004 0.019 0.032 0.101
C 0.868 -8.992 10.570 0.727 0.100 -0.855 -0.044
O 0.426 -8.126 11.589 -0.717 -0.749 0.082 0.048
C 0.135 -6.853 11.243 1.035 0.160 0.429 -0.561
F 1.295 -6.152 11.133 -0.086 0.186 -0.202 0.142
F -0.495 -6.764 10.068 -0.304 0.023 -0.339 0.166
C -0.715 -6.270 12.361 -0.695 0.064 0.086 -0.290
F -0.105 -6.474 13.541 0.233 0.060 0.190 0.115
F -0.867 -4.941 12.178 0.068 -0.035 -0.069 0.101
H 3.980 -9.781 11.990 0.125 -0.044 -0.486 0.176
H 0.095 -9.656 10.174 -0.160 0.045 0.383 0.156
H 1.251 -8.432 9.708 0.048 -0.012 0.128 0.141
H -1.691 -6.762 12.380 -0.043 0.160 -0.084 0.177
C 5.859 -4.656 11.305 -0.538 -0.004 0.313 -0.166
C 5.718 -5.834 10.346 0.039 -0.202 0.468 -0.165
C 6.794 -5.467 9.329 -0.154 -0.579 0.210 -0.202
O 6.733 -4.058 9.192 0.136 0.027 -0.047 -0.127
C 6.051 -3.513 10.319 0.045 0.205 0.233 -0.212
H 6.698 -4.840 11.980 0.247 0.301 -0.244 0.114
H 5.004 -4.462 11.957 -0.107 -0.173 -0.178 0.096
H 4.707 -5.883 9.938 0.122 0.174 -0.269 0.084
H 5.884 -6.799 10.828 0.175 0.042 -0.033 0.106
H 6.667 -5.981 8.377 -0.117 0.352 -0.189 0.099
H 7.780 -5.779 9.707 -0.021 0.136 0.063 0.125
H 5.090 -3.110 9.983 -0.094 -0.164 0.027 0.076
H 6.585 -2.660 10.747 0.285 -0.135 -0.156 0.120
C 0.594 -11.554 5.528 -0.076 -0.205 0.124 -0.165
C 1.420 -11.730 6.818 -0.975 0.433 -0.576 -0.155
C 2.210 -10.425 6.816 0.553 -1.239 0.157 -0.217
O 1.353 -9.442 6.286 0.124 0.440 0.320 -0.151
C 0.302 -10.053 5.554 0.054 -0.350 -0.669 -0.203
H -0.338 -12.120 5.533 0.077 -0.083 0.055 0.110
H 1.153 -11.869 4.645 0.086 0.221 -0.004 0.111
H 2.027 -12.629 6.825 0.039 -0.031 0.160 0.113
H 0.665 -11.736 7.610 0.450 -0.140 0.371 0.112
H 3.102 -10.589 6.191 -0.100 0.339 -0.109 0.124
H 2.569 -10.181 7.814 -0.164 0.421 -0.022 0.098
H 0.291 -9.642 4.542 -0.082 0.123 0.058 0.118
H -0.662 -9.844 6.025 0.046 0.076 0.108 0.117
C 1.090 -6.222 6.520 0.631 0.814 0.009 -0.161
C 2.561 -5.843 6.753 0.106 -0.200 -0.523 -0.164
C 2.530 -5.410 8.212 0.658 -0.763 -0.516 -0.217
O 1.258 -4.834 8.412 0.028 0.323 0.154 -0.156
C 0.443 -5.051 7.247 -0.040 -0.036 0.540 -0.185
H 0.881 -7.180 6.988 -0.238 -0.086 -0.203 0.099
H 0.906 -6.199 5.448 -0.368 -0.374 0.038 0.111
H 2.830 -5.048 6.049 -0.048 0.224 0.298 0.115
H 3.258 -6.654 6.532 -0.094 -0.114 0.272 0.110
H 3.351 -4.741 8.488 -0.215 0.245 -0.001 0.108
H 2.661 -6.331 8.802 -0.220 0.238 0.281 0.105
H 0.461 -4.148 6.626 -0.094 -0.020 -0.033 0.126
H -0.559 -5.200 7.651 -0.112 -0.133 -0.327 0.104
C 6.446 -6.556 5.450 0.209 -0.371 -0.609 -0.159
C 7.942 -6.580 5.779 0.414 -0.766 0.299 -0.172
C 8.294 -5.104 5.876 0.702 -0.345 -0.158 -0.218
O 7.145 -4.493 6.383 -0.202 0.456 0.184 -0.144
C 6.014 -5.126 5.828 0.093 -0.359 -0.498 -0.198
H 5.898 -7.370 5.923 -0.055 0.199 0.305 0.099
H 6.312 -6.717 4.377 -0.048 0.101 0.030 0.104
H 8.557 -7.133 5.064 -0.190 0.247 -0.267 0.108
H 8.133 -7.120 6.713 -0.161 0.376 0.180 0.103
H 8.600 -4.730 4.884 -0.332 0.144 0.007 0.121
H 9.125 -4.884 6.548 -0.085 -0.055 0.100 0.125
H 5.737 -4.611 4.901 -0.299 0.149 0.181 0.121
H 5.198 -5.109 6.546 0.033 0.236 0.045 0.093
C -4.406 -3.265 9.247 0.721 -0.390 -0.602 -0.156
C -4.795 -2.948 10.680 -0.588 0.162 0.354 -0.155
C -4.278 -4.158 11.487 -0.443 0.064 0.052 -0.192
O -3.580 -5.004 10.588 -0.102 -0.651 -0.054 -0.144
C -3.268 -4.272 9.434 1.062 0.723 -0.555 -0.230
H -4.068 -2.414 8.656 -0.075 0.120 0.151 0.113
H -5.180 -3.765 8.663 -0.261 0.113 0.266 0.113
H -5.877 -2.867 10.799 0.033 -0.030 -0.087 0.105
H -4.406 -1.994 11.035 0.332 -0.120 -0.086 0.109
H -5.131 -4.722 11.868 0.128 -0.105 0.146 0.115
H -3.636 -3.888 12.327 0.071 0.140 -0.047 0.113
H -3.095 -4.897 8.554 -0.507 -0.467 0.263 0.091
H -2.278 -3.796 9.553 -0.268 0.357 0.252 0.121
C -2.307 -6.503 5.123 0.306 0.455 -0.370 -0.156
C -2.100 -5.893 3.726 0.383 -0.021 0.080 -0.156
C -3.373 -5.075 3.490 -0.212 0.122 0.089 -0.188
O -4.165 -5.151 4.678 -0.385 -0.484 0.016 -0.137
C -3.335 -5.573 5.742 0.357 0.092 -0.115 -0.225
H -1.383 -6.467 5.695 -0.014 -0.430 0.045 0.076
H -2.687 -7.518 5.021 0.004 -0.037 0.273 0.114
H -1.924 -6.654 2.967 -0.180 -0.022 -0.024 0.105
H -1.207 -5.263 3.718 -0.117 0.124 0.039 0.103
H -3.982 -5.470 2.677 0.015 0.076 -0.058 0.116
H -3.154 -4.021 3.298 0.068 -0.035 -0.147 0.115
H -3.875 -6.108 6.523 -0.462 0.344 -0.090 0.120
H -2.868 -4.668 6.156 0.188 -0.221 0.257 0.117
Cl 3.095 -1.978 11.660 0.064 0.085 0.029 0.542
C 1.974 -2.445 10.374 -0.490 0.084 0.395 -1.018
Cl 0.704 -1.224 10.134 0.118 0.074 -0.134 0.502
H 2.518 -2.580 9.451 -0.006 -0.053 -0.058 0.014
H 1.446 -3.328 10.707 0.209 -0.244 -0.203 0.003